No. 1
# C44H37IrN7O3S

A structure of composition C44H37IrN7O3S in a non-equilibrium geometry (ωB97M-V with the def2-TZVPD basis set, the Open Molecules 2025 dataset).

Last column: Mulliken spin population.
Positions of all 93 atoms, in Å:
Ir  1.874  0.469  1.719  0.047
S  2.828  3.338  3.237  0.000
O  0.499  -0.101  3.021  0.000
O  -6.444  -5.922  -5.281  0.002
O  3.396  1.053  0.635  0.240
N  -2.890  -1.436  -2.388  -0.006
N  -0.975  -0.344  1.300  0.001
N  0.079  -0.043  0.463  -0.002
N  -1.793  -3.281  -1.762  -0.007
N  0.061  2.119  -0.677  -0.004
N  1.949  2.009  3.006  0.001
N  1.916  -1.324  0.758  0.009
C  2.326  4.595  2.145  0.004
C  -4.552  -5.726  -3.955  0.000
C  0.111  -2.359  -0.549  0.012
C  4.545  2.004  -1.140  0.016
C  -3.832  -3.571  -3.134  0.003
C  7.029  2.261  2.004  0.001
C  -3.672  -4.964  -3.234  0.000
C  4.950  1.672  3.062  -0.001
C  1.521  6.662  0.527  0.000
C  4.438  2.901  2.666  0.002
C  -1.777  -1.056  -1.684  0.028
C  2.006  4.321  0.817  0.006
C  -5.633  -5.106  -4.598  0.005
C  2.374  -2.486  1.082  0.003
C  -7.598  -5.357  -5.924  0.000
C  1.056  -0.684  -2.795  0.041
C  -3.536  -1.593  5.453  0.000
C  5.204  3.831  1.975  0.002
C  -2.883  -2.747  -2.438  0.010
C  2.273  0.888  -1.425  0.279
C  6.253  1.351  2.714  0.000
C  1.825  6.914  1.856  0.000
C  -1.444  -0.564  4.886  0.000
C  3.351  1.267  -0.620  0.278
C  -1.032  -2.266  -1.243  -0.003
C  0.871  -1.103  -0.176  0.041
C  0.698  -3.623  -0.166  -0.011
C  -2.268  2.510  -1.324  -0.020
C  6.511  3.496  1.643  0.000
C  -2.502  1.239  -1.617  0.020
C  -0.660  -0.428  2.553  -0.002
C  1.819  -3.703  0.561  0.021
C  1.604  5.369  0.009  0.006
C  -2.811  -1.551  3.162  0.000
C  -2.385  -0.922  5.840  0.000
C  -5.813  -3.724  -4.509  -0.002
C  -1.665  -0.865  3.548  0.002
C  -3.745  -1.917  4.117  0.000
C  -4.912  -2.971  -3.780  0.003
C  2.227  5.871  2.682  0.000
C  1.130  -0.073  -1.387  0.025
C  -1.467  0.246  -1.416  -0.033
C  -0.920  2.903  -0.875  0.009
C  -0.153  0.693  -0.832  0.042
H  -4.634  -2.459  3.824  0.000
H  -3.464  0.911  -1.982  0.000
H  4.336  2.468  -2.102  -0.003
H  6.666  0.397  3.011  0.000
H  1.301  1.897  3.781  0.000
H  -0.537  -0.056  5.178  0.000
H  -5.043  -1.900  -3.703  0.000
H  -6.637  -3.239  -5.006  0.000
H  2.039  3.308  0.434  -0.007
H  4.855  2.764  -0.417  0.003
H  1.358  5.185  -1.029  -0.001
H  3.173  -2.512  1.815  0.000
H  -0.724  3.961  -0.712  0.000
H  2.003  -0.553  -3.319  -0.013
H  0.852  -1.751  -2.791  0.004
H  -3.037  3.264  -1.414  -0.001
H  2.243  -4.648  0.861  0.001
H  -1.621  -4.262  -1.651  0.001
H  -2.215  -0.682  6.881  0.000
H  -2.852  -5.474  -2.740  0.000
H  -4.274  -1.865  6.196  0.000
H  4.347  0.978  3.635  0.000
H  2.465  6.055  3.723  0.000
H  7.122  4.208  1.104  0.000
H  8.049  2.009  1.745  0.000
H  -8.222  -4.840  -5.196  0.000
H  1.747  7.917  2.253  0.000
H  -2.964  -1.796  2.116  0.000
H  1.209  7.476  -0.113  0.000
H  0.199  -4.547  -0.429  -0.002
H  5.382  1.315  -1.273  0.005
H  -7.292  -4.682  -6.721  0.000
H  0.282  -0.197  -3.392  0.002
H  2.304  1.380  -2.392  -0.055
H  4.802  4.795  1.694  -0.001
H  -4.440  -6.798  -4.043  0.000
H  -8.141  -6.197  -6.338  0.000

## Properties
Net charge   +2
2S+1   2
Energy relative to the best compared isomer or geometry (same formula, charge and spin)   174.9 kcal/mol
Frontier orbital gap (spin up / spin down)   5.428 / 4.806 eV

---

No. 2
# H4O2

A cluster of 2 separate species, H4O2 in total (ωB97M-V with the def2-TZVPD basis set, the Open Molecules 2025 dataset).

Last column: Löwdin charge in e.
Positions of all 6 atoms, in Å:
O  -13.555  -23.625  17.998  -0.054
O  -13.597  -22.914  13.767  -0.052
H  -14.484  -23.851  18.041  0.028
H  -14.542  -22.765  13.727  0.027
H  -13.172  -24.035  18.773  0.030
H  -13.403  -22.967  14.703  0.021

## Properties
Energy relative to the best compared isomer or geometry (same formula, charge and spin)   3.8 kcal/mol
Frontier orbital gap   12.126 eV

---

No. 3
# CHLiNaO2

A structure of composition CHLiNaO2 in a non-equilibrium geometry (ωB97M-V with the def2-TZVPD basis set, the Open Molecules 2025 dataset).

Last column: Löwdin charge in e.
Positions of all 6 atoms, in Å:
Na  -0.737  1.898  1.022  0.788
O  0.784  0.798  -0.513  -0.066
O  -0.795  -0.279  0.435  -0.279
C  0.139  -0.385  -0.410  -0.411
Li  -1.059  -2.556  0.344  0.847
H  1.668  0.524  -0.878  0.121

## Properties
Net charge   +1
Energy relative to the best compared isomer or geometry (same formula, charge and spin)   25.6 kcal/mol
Frontier orbital gap   7.906 eV

---

No. 4
# C9H12FNO2

The molecule C9H12FNO2 in a non-equilibrium geometry (ωB97M-V with the def2-TZVPD basis set, the Open Molecules 2025 dataset).

Last column: Löwdin charge in e.
Positions of all 25 atoms, in Å:
F  -0.103  -2.613  1.824  0.004
O  -2.333  1.102  -1.472  0.158
O  -4.104  0.378  -0.312  0.145
N  1.100  0.174  -0.384  -0.233
C  -0.094  0.574  1.513  -0.060
C  -1.191  -1.494  -0.017  0.043
C  -1.419  0.629  1.265  -0.023
C  -1.888  -0.340  0.313  -0.115
C  0.848  -0.481  0.955  -0.213
C  -2.941  0.368  -0.572  -0.516
C  0.072  -1.791  0.722  -0.299
C  2.097  -0.465  -1.223  -0.094
C  1.282  1.629  -0.253  -0.077
H  0.676  -2.434  -0.008  0.149
H  1.772  -0.567  1.577  0.163
H  2.242  0.174  -2.076  0.072
H  1.607  -1.422  -1.536  0.089
H  0.432  1.198  2.237  0.114
H  3.059  -0.723  -0.828  0.077
H  -1.440  1.128  -1.771  0.112
H  -2.071  1.363  1.697  0.127
H  1.748  1.969  0.660  0.084
H  1.994  1.728  -1.109  0.091
H  -1.674  -2.158  -0.765  0.132
H  0.327  2.073  -0.440  0.070

## Properties
Energy relative to the best compared isomer or geometry (same formula, charge and spin)   62.6 kcal/mol
Frontier orbital gap   8.966 eV

---

No. 5
# C26H51Cl3MgN2O6PSi

A structure of composition C26H51Cl3MgN2O6PSi in a non-equilibrium geometry (ωB97M-V with the def2-TZVPD basis set, the Open Molecules 2025 dataset).

Last column: Löwdin charge in e.
Positions of all 91 atoms, in Å:
Cl  3.806  1.508  -1.406  -0.065
Cl  1.686  0.659  1.802  0.007
Cl  -0.845  -2.376  -3.763  0.466
P  -0.753  -0.038  4.657  0.903
Si  -1.254  -0.498  -3.235  0.136
Mg  1.802  0.415  -0.498  0.165
O  -2.187  0.723  5.007  -0.334
O  1.709  -1.745  0.169  -0.102
O  -0.937  -1.456  5.524  -0.350
O  1.377  -0.291  -2.221  -0.326
O  0.230  0.839  5.621  -0.332
O  0.388  1.963  -0.602  -0.144
N  -0.295  -2.770  0.834  -0.189
N  -0.112  4.039  0.174  -0.169
C  -0.756  1.370  -3.210  -0.187
C  0.773  -0.030  -5.444  -0.134
C  0.901  2.035  -6.640  -0.123
C  0.352  0.776  -6.511  -0.100
C  1.857  2.514  -5.730  -0.083
C  -1.728  -1.607  6.742  -0.277
C  -1.540  3.837  -0.068  -0.021
C  1.598  0.374  5.802  -0.302
C  2.252  1.714  -4.656  -0.036
C  2.921  -2.792  -2.614  -0.042
C  1.729  0.434  -4.525  -0.178
C  -1.164  -3.863  0.426  -0.082
C  -0.321  -2.466  2.258  -0.074
C  0.738  3.040  -0.041  -0.307
C  2.898  -3.631  -5.444  -0.119
C  2.578  -2.249  -4.991  -0.165
C  -3.308  0.674  4.098  -0.305
C  -1.728  -0.704  -1.371  -0.184
C  0.800  -2.581  0.048  -0.277
C  2.279  1.324  6.747  -0.090
C  0.365  5.396  0.371  -0.046
C  -2.515  -0.121  -4.565  -0.251
C  2.515  -1.846  -3.708  -0.230
C  -1.507  -0.550  7.806  -0.095
C  -4.555  0.241  4.805  -0.087
C  2.161  -0.407  -3.302  -0.478
H  -2.586  0.949  -4.802  0.026
H  -4.782  0.883  5.655  0.078
H  -0.381  0.371  -7.208  0.100
H  -1.863  0.440  7.475  0.071
H  -3.429  1.680  3.701  0.109
H  0.825  -3.294  -0.775  0.130
H  -0.451  -0.511  8.116  0.075
H  -1.403  -2.590  7.114  0.111
H  -2.811  -0.494  -1.383  0.022
H  2.497  -1.531  -5.804  0.095
H  0.617  2.649  -7.475  0.081
H  0.125  -3.272  2.878  0.099
H  -1.237  -3.863  -0.675  0.077
H  -0.759  -4.847  0.733  0.094
H  -1.726  3.583  -1.123  0.087
H  3.138  0.024  -2.960  0.036
H  -2.100  -0.853  8.681  0.074
H  2.415  -3.764  -2.781  0.073
H  2.547  -3.724  -6.476  0.062
H  0.764  5.828  -0.557  0.095
H  -2.409  -0.651  -5.533  0.026
H  -0.767  1.777  -4.218  0.016
H  -2.026  4.783  0.185  0.076
H  -0.485  5.992  0.699  0.075
H  1.606  -0.632  6.232  0.106
H  2.285  2.341  6.350  0.078
H  1.775  3.133  0.337  0.118
H  1.775  1.365  7.716  0.069
H  2.967  2.052  -3.887  0.072
H  2.320  3.502  -5.870  0.096
H  -4.472  -0.785  5.167  0.064
H  2.397  -4.403  -4.845  0.063
H  3.982  -3.819  -5.461  0.074
H  0.129  1.729  -2.693  0.015
H  -5.396  0.290  4.115  0.076
H  3.317  1.027  6.924  0.078
H  -1.927  3.041  0.585  0.099
H  4.012  -2.966  -2.701  0.095
H  2.132  0.352  4.847  0.087
H  -2.795  -1.668  6.461  0.095
H  -2.180  -3.724  0.835  0.094
H  0.361  -1.047  -5.322  0.041
H  -3.110  0.015  3.248  0.104
H  -1.380  -2.353  2.562  0.077
H  0.242  -1.540  2.453  0.004
H  1.145  5.432  1.137  0.094
H  -3.432  -0.493  -4.079  0.019
H  -1.617  1.789  -2.674  0.029
H  -1.234  0.065  -0.741  0.028
H  2.710  -2.423  -1.593  0.054
H  -1.540  -1.700  -0.915  -0.010

## Properties
Net charge   -1
Frontier orbital gap   6.956 eV

---

No. 6
# C11H19Br6Cl9O2Sr2

A structure of composition C11H19Br6Cl9O2Sr2 in a non-equilibrium geometry (ωB97M-V with the def2-TZVPD basis set, the Open Molecules 2025 dataset).

Last column: Löwdin charge in e.
Positions of all 49 atoms, in Å:
Sr  3.162  -2.782  1.140  1.614
Sr  1.586  -1.206  4.548  1.513
Br  0.104  1.478  4.341  0.556
Br  -3.713  3.551  2.878  0.730
Br  -2.488  3.237  -0.444  0.656
Br  3.220  2.814  -0.305  0.642
Br  2.042  4.418  3.872  0.622
Br  -5.336  1.677  -1.830  0.639
Cl  1.415  -5.629  -2.118  0.533
Cl  -3.043  -3.097  -1.477  0.579
Cl  2.361  -5.380  -4.836  0.578
Cl  -3.189  -2.029  1.195  0.561
Cl  0.124  -2.042  -4.464  0.556
Cl  4.246  -5.484  -2.632  0.560
Cl  2.654  -1.568  -5.719  0.549
Cl  1.424  0.526  -4.238  0.563
Cl  -3.251  -4.879  0.774  0.572
O  1.455  -1.051  2.026  -0.670
O  1.630  -2.488  -0.740  -0.483
C  0.552  -0.877  0.902  -0.340
C  1.032  -1.256  -0.502  -0.433
C  2.664  2.908  1.576  -0.714
C  -2.493  1.753  -1.646  -0.710
C  2.332  4.341  1.942  -0.651
C  2.676  -4.985  -3.165  -1.614
C  -1.872  3.277  3.344  -0.725
C  -1.590  1.808  3.289  -0.549
C  1.634  -1.190  -4.333  -1.624
C  -3.635  0.851  -1.354  -0.730
C  -2.639  -3.345  0.205  -1.613
H  3.594  2.562  2.013  0.031
H  1.892  2.176  1.799  0.014
H  -3.701  0.664  -0.281  0.020
H  -1.799  3.589  4.378  0.052
H  2.105  -1.599  -3.458  -0.024
H  1.745  -0.428  -0.785  0.101
H  -0.393  -1.395  1.117  0.068
H  -1.630  1.160  -1.353  0.042
H  -3.685  -0.098  -1.870  0.028
H  -1.201  3.813  2.703  0.047
H  0.333  0.200  0.888  0.102
H  -1.410  1.447  2.287  0.046
H  -2.474  2.025  -2.682  0.067
H  1.468  4.717  1.424  0.061
H  3.210  4.954  1.800  0.054
H  2.605  -3.913  -3.097  -0.031
H  -2.336  1.253  3.835  0.055
H  0.177  -1.051  -1.184  0.114
H  -1.567  -3.425  0.237  -0.014

## Properties
Net charge   +2
Frontier orbital gap   4.266 eV